Record 1
Computed, not measured: 4 unconnected molecules or ions with the total composition C3H16NO3S in a non-equilibrium geometry, with the ωB97M-V functional and the def2-TZVPD basis.

```
24
Properties=species:S:1:pos:R:3
S -2.167 2.236 1.521
O -2.189 -1.862 -0.107
O 0.678 -0.988 -2.925
O 1.817 -2.058 0.801
N -0.252 -0.641 -0.325
C 0.741 0.408 0.084
C 0.476 1.297 1.357
C -0.359 2.486 1.175
H 1.497 1.696 1.705
H 0.183 -1.240 -1.134
H 2.557 -1.690 1.233
H 1.520 -1.488 -2.942
H -1.846 -2.343 -0.798
H -0.970 -0.137 -0.802
H 0.165 0.623 2.261
H -0.205 3.265 1.983
H -0.224 3.046 0.222
H 2.249 -2.751 0.301
H -3.177 -1.991 -0.187
H -2.425 3.000 0.491
H -0.650 -1.221 0.503
H 0.165 -1.051 -3.700
H 0.709 1.303 -0.733
H 1.706 0.101 0.017
```

Computed properties:
gap between HOMO and LUMO: 8.83 eV
multiplicity: 1
relative energy (zero: lowest compared OMol25 entry of this formula, charge and spin): 2.3534 eV
charge: +1

Atom charges from the natural (NBO) analysis, given in e for atoms 1 to 4:
1 S -0.050
2 O -0.958
3 O -0.977
4 O -0.952



Record 2
Computed, not measured: 4 unconnected molecules or ions with the total composition C3H16NO4 in a non-equilibrium geometry, with the ωB97M-V functional and the def2-TZVPD basis.

```
24
Properties=species:S:1:pos:R:3
O -3.397 -3.641 -0.475
O -0.560 -0.102 0.761
O -2.013 2.447 -1.475
O 0.947 -1.994 1.609
N 0.295 1.046 -1.146
C 2.412 0.483 0.080
C 1.187 1.284 0.085
C 0.239 1.041 1.214
H -0.567 1.767 1.341
H -0.281 -1.009 1.109
H -1.785 2.836 -2.384
H -0.442 1.730 -1.327
H -2.974 -4.428 -0.771
H 0.894 0.905 -1.933
H 1.571 2.351 -0.102
H 2.884 0.264 -0.866
H 3.234 1.181 0.327
H -2.600 1.636 -1.690
H 1.157 -1.564 2.566
H -0.019 0.176 -0.918
H 0.774 0.642 2.137
H 2.305 -0.427 0.567
H 1.133 -2.870 1.685
H -4.393 -3.752 -0.395
```

Computed properties:
gap between HOMO and LUMO: 10.85 eV
multiplicity: 1
relative energy (zero: lowest compared OMol25 entry of this formula, charge and spin): 2.3042 eV
charge: +1

Atom charges from the natural (NBO) analysis, given in e for atoms 1 to 4:
1 O -0.963
2 O -0.799
3 O -0.945
4 O -0.949



Record 3
Computed, not measured: 5 unconnected molecules or ions with the total composition C3H16NO4 in a non-equilibrium geometry, with the ωB97M-V functional and the def2-TZVPD basis.

```
24
Properties=species:S:1:pos:R:3
O 1.637 1.888 -2.504
O -2.470 0.790 2.151
O -2.538 -1.758 -1.165
O 0.707 -1.710 -0.993
N -0.083 -0.061 0.986
C 0.290 -0.841 1.904
C 2.188 0.679 0.187
C 0.734 1.017 0.334
H 0.250 1.410 -0.560
H 2.667 0.167 1.023
H 0.632 -2.577 -1.393
H -1.088 0.057 0.800
H 1.533 2.838 -2.742
H -2.952 -0.053 2.126
H -0.422 -1.578 2.259
H -3.431 -1.880 -1.472
H 1.326 -0.876 2.218
H 0.623 1.880 1.014
H 2.584 1.761 -2.580
H -1.992 -2.108 -1.886
H 2.805 1.569 0.122
H 2.381 -0.001 -0.635
H -3.215 1.375 1.978
H 0.743 -0.964 -1.602
```

Computed properties:
gap between HOMO and LUMO: 10.97 eV
multiplicity: 1
relative energy (zero: lowest compared OMol25 entry of this formula, charge and spin): 1.4575 eV
charge: +1

Atom charges from the natural (NBO) analysis, given in e for atoms 1 to 4:
1 O -0.959
2 O -0.954
3 O -0.954
4 O -0.983



Record 4
Computed, not measured: 5 unconnected molecules or ions with the total composition C3H16NO4 in a non-equilibrium geometry, with the ωB97M-V functional and the def2-TZVPD basis.

```
24
Properties=species:S:1:pos:R:3
O -1.379 1.858 2.211
O -4.263 3.284 2.148
O 0.073 0.685 -0.016
O -0.994 0.525 -4.272
N 1.311 -1.440 -0.834
C 2.671 -1.676 0.039
C 1.007 -2.105 -1.929
C 2.267 -1.720 1.539
H 3.147 -2.606 -0.246
H 1.666 -0.832 1.808
H 0.885 -0.558 -0.513
H -1.813 1.013 -4.413
H -0.526 1.047 0.747
H -5.239 3.359 2.111
H 0.073 -1.829 -2.373
H -1.056 0.032 -5.068
H 1.477 -2.516 1.521
H -2.273 2.247 2.054
H 0.042 1.407 -0.654
H -1.134 2.293 3.076
H -3.987 3.238 3.090
H 3.063 -2.061 2.318
H 3.253 -0.782 -0.201
H 1.729 -2.866 -2.142
```

Computed properties:
gap between HOMO and LUMO: 10.27 eV
multiplicity: 1
relative energy (zero: lowest compared OMol25 entry of this formula, charge and spin): 1.7627 eV
charge: +1

Atom charges from the natural (NBO) analysis, given in e for atoms 1 to 4:
1 O -0.982
2 O -0.969
3 O -1.000
4 O -0.939



Record 5
Computed, not measured: 5 unconnected molecules or ions with the total composition C3H16NO4 in a non-equilibrium geometry, with the ωB97M-V functional and the def2-TZVPD basis.

```
24
Properties=species:S:1:pos:R:3
O -2.611 -0.284 -1.034
O 0.604 -0.591 2.978
O -1.227 -2.472 -1.257
O -0.668 2.734 0.561
N 0.099 -1.103 0.338
C 1.468 0.722 -0.430
C 1.092 -0.596 -0.623
C 2.287 1.679 -1.121
H 0.025 -2.119 0.236
H 0.942 -1.223 3.633
H 1.119 1.114 0.549
H 0.600 -1.071 1.290
H 2.060 2.713 -0.835
H -3.402 -0.580 -0.547
H -2.624 0.677 -0.980
H 1.066 0.230 3.213
H -1.265 3.200 1.159
H 0.031 3.402 0.661
H 1.364 -1.372 -1.321
H 2.287 1.585 -2.215
H -0.841 -0.691 0.130
H 3.331 1.557 -0.749
H -1.785 -3.244 -1.061
H -1.620 -2.042 -2.016
```

Computed properties:
gap between HOMO and LUMO (spin up / spin down): 9.65 / 5.80 eV
multiplicity: 2
relative energy (zero: lowest compared OMol25 entry of this formula, charge and spin): 0.8285 eV
charge: +2

Atom charges from the natural (NBO) analysis, given in e for atoms 1 to 4:
1 O -0.976
2 O -0.958
3 O -1.012
4 O -0.965



Record 6
Computed, not measured: 5 unconnected molecules or ions with the total composition C3H16O4 in a non-equilibrium geometry, with the ωB97M-V functional and the def2-TZVPD basis.

```
23
Properties=species:S:1:pos:R:3
O 0.330 -2.929 -3.319
O 0.706 4.811 0.452
O -3.333 -2.329 0.722
O -0.728 1.401 4.609
C 1.837 0.017 -1.932
C 0.831 -0.442 0.356
C 0.801 -0.769 -1.110
H -0.145 -0.630 -1.647
H -0.012 4.814 1.095
H -2.688 -2.240 0.006
H 0.806 -2.308 -3.883
H 1.571 -0.982 0.950
H -0.068 -0.793 0.884
H 1.772 -0.231 -2.986
H -3.902 -1.588 0.471
H 0.437 5.450 -0.215
H 2.844 -0.106 -1.534
H 0.828 0.638 0.511
H 0.923 -1.824 -1.350
H -0.092 0.972 4.032
H -1.519 0.857 4.601
H 1.595 1.080 -1.854
H 0.853 -3.731 -3.453
```

Computed properties:
gap between HOMO and LUMO: 11.53 eV
multiplicity: 1
relative energy (zero: lowest compared OMol25 entry of this formula, charge and spin): 0.9441 eV
charge: 0

Atom charges from the natural (NBO) analysis, given in e for atoms 1 to 4:
1 O -0.932
2 O -0.937
3 O -0.928
4 O -0.942



Record 7
Computed, not measured: 5 unconnected molecules or ions with the total composition C3H16O4S in a non-equilibrium geometry, with the ωB97M-V functional and the def2-TZVPD basis.

```
24
Properties=species:S:1:pos:R:3
S 0.381 -0.028 -1.966
O -0.348 1.819 0.924
O 1.176 -2.510 3.180
O 1.107 3.240 -1.191
O 0.386 0.340 3.503
C -2.165 -0.566 -2.915
C -1.318 -0.552 -1.637
C 1.148 -0.748 -0.498
H -1.519 -0.735 -3.770
H 0.615 -0.440 0.400
H 0.497 2.250 0.747
H 0.308 -0.621 3.564
H -0.275 1.488 1.838
H 2.174 -0.413 -0.385
H -2.986 -1.263 -2.825
H 0.915 4.072 -1.628
H 1.077 -2.541 2.223
H -1.265 -1.510 -1.119
H 1.123 -1.837 -0.632
H 0.887 0.608 4.278
H 0.540 2.569 -1.596
H 1.874 -3.136 3.394
H -1.740 0.082 -0.865
H -2.591 0.433 -3.025
```

Computed properties:
gap between HOMO and LUMO: 8.80 eV
multiplicity: 1
relative energy (zero: lowest compared OMol25 entry of this formula, charge and spin): 0.6781 eV
charge: 0

Atom charges from the natural (NBO) analysis, given in e for atoms 1 to 4:
1 S 0.170
2 O -0.978
3 O -0.958
4 O -0.968



Record 8
Computed, not measured: 5 unconnected molecules or ions with the total composition C3H16O5 in a non-equilibrium geometry, with the ωB97M-V functional and the def2-TZVPD basis.

```
24
Properties=species:S:1:pos:R:3
O 3.442 0.133 -1.340
O -3.801 -0.596 0.482
O -0.883 3.059 -2.096
O -0.048 1.361 1.854
O 1.589 -2.205 -1.438
C 0.018 -0.922 0.780
C 0.079 0.612 0.649
C -0.700 -1.414 2.018
H 0.951 0.875 0.058
H -3.608 0.255 0.079
H 2.990 -0.667 -1.642
H -1.043 -2.447 2.008
H -0.854 0.912 0.170
H -3.014 -1.035 0.810
H 0.747 1.266 2.388
H -0.441 -1.256 -0.147
H -1.588 -0.794 2.223
H 1.240 -2.046 -2.322
H -0.314 2.792 -1.367
H 3.361 0.776 -2.054
H -0.202 -1.265 2.979
H 1.066 -1.216 0.860
H -0.446 2.717 -2.886
H 2.000 -3.075 -1.452
```

Computed properties:
gap between HOMO and LUMO: 10.34 eV
multiplicity: 1
relative energy (zero: lowest compared OMol25 entry of this formula, charge and spin): 1.2255 eV
charge: 0

Atom charges from the natural (NBO) analysis, given in e for atoms 1 to 4:
1 O -0.954
2 O -0.954
3 O -0.936
4 O -0.721